# 1
Entry from the Open Molecules 2025 dataset: a molecular structure, C8H10F6MgN3O7S2 (ωB97M-V/def2-TZVPD).

Positions of all 37 atoms, in Å:
Mg -0.5197 0.4939 -0.3618
O -0.6690 3.1922 -2.0196
H -0.8176 3.1070 -2.9815
C 5.6130 1.4900 -3.6507
F 5.8470 0.2905 -4.1646
F 6.7366 2.1863 -3.4058
F 4.7828 2.0838 -4.5332
S 4.6302 1.4600 -1.9283
O 3.4102 0.6333 -1.9286
O 5.5550 1.0542 -0.8426
O 4.1605 2.8310 -1.8151
C -1.3546 4.2999 4.7290
F -2.1046 3.1809 4.9098
F -2.1142 5.2124 4.0963
F -1.0312 4.7828 5.9080
S 0.3368 3.8216 3.7686
O 0.5474 4.7648 2.6788
O 1.4517 3.8409 4.7086
O 0.1210 2.5614 3.0668
C -3.0206 -3.9627 -5.5972
C -2.4012 -3.1439 -4.5666
N -1.9620 -2.5193 -3.6812
H -2.8775 -4.9499 -5.1578
H -2.6222 -3.8727 -6.6078
H -4.0827 -3.7339 -5.6847
C 3.7568 -4.7644 0.5256
C 2.5351 -4.0292 0.9598
N 1.5569 -3.4618 1.3340
H 3.4326 -5.3970 -0.3007
H 4.1902 -5.4150 1.2852
H 4.4557 -3.9948 0.1980
C -6.6888 -0.3615 3.7901
C -5.4940 -0.3105 2.8994
N -4.5600 -0.2087 2.2149
H -6.5121 -0.9781 4.6714
H -7.4725 -0.7538 3.1420
H -6.8151 0.5701 4.3416

Cartesian forces (eV/Å) of the 6 atoms listed first:
Mg 0.554 2.303 -0.841
O -0.222 -1.575 0.694
H 0.130 -0.303 0.427
C -2.331 0.053 2.304
F 0.936 -0.303 0.043
F -0.538 -0.505 -1.080

Computed properties:
- highest occupied orbital energy (Eh) = -0.201
- total charge = -1

=====

# 2
Entry from the Open Molecules 2025 dataset: C4H7NO2 in the gas phase (ωB97M-V/def2-TZVPD).

Positions of all 14 atoms, in Å:
C -0.7304 1.3387 -0.1684
C 0.7921 -0.7128 0.0077
C -0.5389 -0.1249 -0.3119
C 1.0088 -2.0120 0.1644
O 1.7781 0.2297 0.0668
O -1.4238 2.0113 -1.1472
N -1.4463 0.4248 0.6871
H 2.6286 -0.2012 0.1897
H -2.1776 2.4722 -0.7566
H -1.0956 0.3878 1.6371
H 0.0807 1.9214 0.2663
H -1.0729 -0.6126 -1.1187
H 1.9957 -2.4065 0.3759
H 0.2015 -2.7159 0.1079

Cartesian forces (eV/Å) of the 6 atoms listed first:
C 0.419 -0.250 0.225
C -0.025 -0.093 -0.006
C 0.358 0.237 -0.416
C 0.185 -0.039 0.125
O -0.024 0.163 0.043
O -0.587 0.234 -0.283

Computed properties:
- highest occupied orbital energy (Eh) = -0.337

=====

# 3
Entry from the Open Molecules 2025 dataset: a molecular structure, C17H39OP3RhSe (ωB97M-V/def2-TZVPD).

Positions of all 62 atoms, in Å:
Rh 0.4844 -0.2695 0.1882
P -1.1663 -0.0778 2.1522
P 0.3406 -2.4586 0.5189
P 0.4097 2.0439 0.1335
H 2.3191 -1.7267 -2.3755
C 2.7371 -0.7637 -2.0391
C 2.5051 -0.2617 -0.7936
H 2.2231 -1.0157 0.0492
C -2.9870 -0.0885 1.8903
C -1.1418 -1.3863 3.4533
C -1.1186 1.3373 3.3336
C 1.3332 -3.1560 -0.8363
C 1.1940 -2.8281 2.0493
C -1.1947 -3.4276 0.5020
C 1.3534 2.5783 -1.3204
C 1.3675 2.3314 1.6173
C -1.0634 3.0948 0.1637
H 3.4014 -0.2982 -2.7834
H 3.0663 0.6012 -0.3822
H -3.4697 0.0720 2.8647
H -3.3236 -1.0419 1.4900
H -3.2788 0.7128 1.2216
H -1.9529 -1.1908 4.1743
H -0.1878 -1.3261 3.9868
H -1.2813 -2.3969 3.0603
H -1.9768 1.2688 4.0184
H -1.1991 2.2954 2.8134
H -0.2033 1.2986 3.9344
H 1.2007 -4.2404 -0.8133
H 2.3927 -2.8991 -0.7316
H 0.9620 -2.7631 -1.7992
H 0.6182 -3.6093 2.5463
H 1.3007 -1.9618 2.7283
H 2.1857 -3.1841 1.7931
H -0.8737 -4.4790 0.4305
H -1.8271 -3.1902 -0.3654
H -1.7878 -3.3038 1.4124
H 1.2266 3.6556 -1.4169
H 1.0091 2.0888 -2.2381
H 2.4098 2.3361 -1.1907
H 1.8478 3.3041 1.5572
H 2.1071 1.5379 1.7753
H 0.7522 2.3346 2.5125
H -0.7457 4.1415 -0.0047
H -1.6160 3.0671 1.1121
H -1.7639 2.8241 -0.6374
C -1.0534 0.2332 -3.2497
C 0.2430 0.3086 -3.7551
C 0.4795 0.6994 -5.0607
C -0.5442 1.3474 -5.7545
C -1.8199 1.4038 -5.2044
C -2.0713 0.8222 -3.9927
Se -1.5969 -0.6177 -1.5391
H -2.3559 0.5468 -0.9317
H 1.1063 0.0735 -3.1426
H 1.4196 0.5246 -5.5415
H -0.3831 1.8403 -6.7219
H -2.6387 1.8725 -5.7085
H -3.0512 0.8180 -3.5261
O 1.6811 -0.0113 4.5276
H 2.3894 0.6200 4.3666
H 1.6077 -0.0608 5.4793

Cartesian forces (eV/Å) of the 6 atoms listed first:
Rh -0.551 1.679 -1.255
P -1.610 -0.158 2.754
P -1.009 -3.135 0.454
P -0.517 1.786 -0.398
H 0.535 0.852 0.249
C 0.218 -0.278 -0.068

Computed properties:
- <S²> = 6.031
- highest occupied orbital energy (spin up / spin down) (Eh) = -0.583 / -0.651
- total charge = +3
- 2S+1 = 5

=====

# 4
Entry from the Open Molecules 2025 dataset: a molecular structure, C17H24Cl2MoO5S (ωB97M-V/def2-TZVPD).

Positions of all 50 atoms, in Å:
C 2.3243 -0.6510 -0.1316
C 2.2988 0.2877 0.9373
C 1.8047 1.5289 0.4368
C 2.7698 0.0388 2.3183
C 1.5441 1.3782 -0.9674
C 1.8647 0.0081 -1.3301
C 1.8439 -0.5637 -2.6912
C 2.8728 -2.0211 -0.0341
C 1.7628 2.7872 1.2123
C 1.1616 2.4565 -1.9063
Mo 0.0337 -0.1151 -0.0140
Cl -0.3371 -0.6446 2.2700
Cl -0.2129 -2.3145 -0.5065
O -1.1352 0.1937 -1.5858
H 2.6238 -1.0091 2.6050
H 2.2282 0.6607 3.0412
H 3.8386 0.2691 2.4059
H 1.3188 2.6248 2.2032
H 1.1675 3.5471 0.6959
H 2.7780 3.1814 1.3559
H 0.4700 3.1582 -1.4264
H 0.6717 2.0449 -2.7932
H 2.0482 3.0135 -2.2302
H 1.0687 -0.0876 -3.3013
H 1.6209 -1.6342 -2.6592
H 2.8131 -0.4167 -3.1797
H 2.5136 -2.5283 0.8707
H 3.9653 -1.9798 0.0061
H 2.5727 -2.6282 -0.8926
H -1.7108 0.9850 -1.4703
O -0.7378 -3.6905 -3.5009
H -1.1535 -3.5182 -4.3859
C -8.5159 -1.3752 2.8273
C -7.1651 -0.8500 2.4261
C -6.9027 0.5288 2.4511
C -5.6529 1.0290 2.0669
C -4.6443 0.1475 1.6525
C -4.8969 -1.2208 1.6305
C -6.1480 -1.7152 2.0144
S -2.9375 0.8144 1.0715
O -3.2367 1.7724 0.0647
O -2.3008 1.3831 2.2075
O -2.3163 -0.4369 0.5615
H -8.7319 -1.0917 3.8605
H -9.2851 -0.9503 2.1781
H -8.5549 -2.4598 2.7479
H -7.6896 1.2231 2.7701
H -5.4721 2.1047 2.0858
H -4.1271 -1.9132 1.3077
H -6.3292 -2.7953 1.9846

Cartesian forces (eV/Å) of the 6 atoms listed first:
C -0.035 1.049 -0.155
C -0.473 0.042 -0.998
C -0.048 -0.500 -0.838
C -0.039 -0.124 0.549
C 0.734 -0.962 0.689
C 0.300 1.014 1.023

Computed properties:
- <S²> = 2.015
- highest occupied orbital energy (spin up / spin down) (Eh) = 0.012 / 0.012
- total charge = -2
- 2S+1 = 3

=====

# 5
Entry from the Open Molecules 2025 dataset: 5 unconnected molecules or ions with the total composition C2H12O3S2 (ωB97M-V/def2-TZVPD).

Positions of all 19 atoms, in Å:
C 1.0771 -1.7683 -0.8684
S 2.5292 -0.7026 -1.1145
S 0.5308 1.6979 0.8221
C 1.8535 2.9475 0.8908
H 0.6473 -2.0274 -1.8301
H 0.3410 -1.1569 -0.3648
H 1.9724 0.4953 -0.8314
H 2.6404 2.6634 1.5831
H 1.2935 3.8471 1.1746
H 2.2422 3.1641 -0.1095
H 1.4273 -2.6171 -0.2922
H -3.4141 -1.9087 0.3199
O -2.9323 -1.0707 0.3662
H -0.4723 -0.1576 1.9130
H -1.6711 -1.0364 1.7312
O -0.6972 -1.0960 1.9615
H -2.5723 -0.8436 -1.0388
H -2.7206 -0.1546 -2.5013
O -2.0747 -0.2753 -1.8114

Cartesian forces (eV/Å) of the 6 atoms listed first:
C 0.125 0.699 -0.377
S 0.387 0.293 -0.070
S 0.444 0.435 -0.160
C -0.821 -0.256 -0.610
H 0.085 -0.255 -0.017
H -0.268 -0.387 0.447

Computed properties:
- <S²> = 0.753
- highest occupied orbital energy (spin up / spin down) (Eh) = -0.150 / -0.150
- total charge = -1
- 2S+1 = 2

=====

Electronic energy readings, ordered: -70674.704; -9844.666; -116498.262; -65992.974; -30080.686 eV
ΔE to the lowest compared entry with this formula, charge and spin readings, ordered: 794.5; 252.2; 106.8; 0.0; 110.2 kJ/mol